No. 1
Entry from OMol25: a structure of composition C24H32FN7O3 (ωB97M-V with the def2-TZVPD basis set).

The geometry in ORCA input format:
```
! wB97M-V def2-TZVPD RIJCOSX def2/J DEFGRID3
* xyz 0 1
C 1.589 0.218 5.141
N 1.293 0.056 3.770
C 1.778 -1.200 3.387
O 2.271 -2.060 3.979
N 1.475 -1.541 1.773
C 1.139 -0.570 0.982
C 0.773 0.681 1.413
N 0.081 1.229 0.550
C 0.285 0.408 -0.539
N 0.864 -0.599 -0.258
C 0.042 0.809 -1.809
N 0.088 -0.274 -2.908
C 1.307 -0.455 -3.305
C 1.640 -1.459 -4.253
N 0.693 -2.732 -4.042
C 1.427 -3.630 -3.313
C 0.519 -4.708 -3.113
C 1.107 -5.808 -2.280
C 2.268 -5.710 -1.501
C 3.226 -4.592 -1.899
C 2.541 -3.676 -2.679
H 3.445 -2.772 -2.847
H 4.186 -4.564 -1.393
F 2.985 -6.700 -0.905
H 0.338 -6.900 -1.812
H -0.450 -4.870 -3.355
C -0.673 -2.207 -4.054
H -1.198 -3.160 -3.570
C -0.621 -1.285 -2.820
H -1.742 -0.896 -2.668
H -0.425 -1.857 -1.691
H -1.001 -1.859 -4.831
H 2.639 -1.715 -4.486
H 1.103 -1.016 -5.352
H 2.015 0.445 -3.523
H 2.029 -0.892 -2.091
H -1.287 1.115 -1.876
H 0.722 1.920 -2.295
C -0.439 2.584 0.620
H -0.120 3.088 -0.287
H 0.029 3.310 1.368
C -1.711 2.464 0.791
N -2.463 3.673 1.255
C -3.889 4.030 0.782
C -4.204 5.297 1.409
O -4.194 5.712 2.799
C -2.833 5.372 3.134
C -2.497 3.997 2.716
H -1.450 3.547 3.229
H -2.978 3.026 3.271
H -2.808 5.341 4.351
H -2.101 5.938 2.817
H -5.379 5.758 1.303
H -3.524 6.273 0.816
H -3.920 4.134 -0.189
H -4.400 3.430 1.428
H -2.571 2.169 -0.135
H -2.080 1.605 1.517
C 0.817 0.978 3.075
O 0.589 2.288 3.502
C 2.027 -2.744 1.289
H 2.587 -3.296 2.103
H 2.872 -2.563 0.619
H 1.465 -3.327 0.674
H 0.988 -0.581 5.593
H 1.119 1.182 5.332
H 2.599 0.142 5.292
*
```

Results
* HOMO-LUMO gap: 7.6 eV
* HOMO: -7.3812 eV
* energy: -44673.6614 eV
* lowest unoccupied orbital energy: 0.180 eV
* ΔE to the lowest compared entry with this formula, charge and spin: 590.6 kcal per mole

Results of the Löwdin charge analysis, in e, for atoms 1 through 8: 0.02 -0.02 -0.28 0.18 0.04 -0.32 -0.07 0.06

***

No. 2
Entry from OMol25: a structure of composition C24H32IN2O4P2Re (ωB97M-V with the def2-TZVPD basis set).

The geometry in ORCA input format:
```
! wB97M-V def2-TZVPD RIJCOSX def2/J DEFGRID3
* xyz 3 4
C 5.443 1.298 -0.252
C 4.514 0.156 -0.055
H 6.470 0.879 -0.361
H 5.442 1.988 0.606
H 5.209 1.877 -1.159
O 4.871 -1.021 -0.029
I -0.289 1.139 0.701
Re 2.409 0.628 0.143
P 2.103 0.551 -2.171
C 1.545 -1.132 -2.817
C 0.804 1.676 -2.714
H 0.866 1.845 -3.789
H 3.197 0.848 -4.269
H 0.845 2.613 -2.158
H 3.830 1.929 -2.991
H 0.591 -1.459 -2.311
H -0.190 1.275 -2.547
C 3.496 0.913 -3.218
H 1.316 -1.086 -3.879
H 4.302 0.205 -3.009
H 2.289 -1.876 -2.526
P 2.683 0.816 2.493
C 2.310 -0.729 3.440
C 4.310 1.313 3.137
H 1.457 2.902 2.599
H 1.900 2.344 4.249
H 0.529 1.575 3.357
C 1.527 2.029 3.263
H 4.573 2.291 2.711
H 4.307 1.388 4.236
H 2.411 -0.562 4.528
H 3.020 -1.514 3.130
H 5.063 0.576 2.825
H 1.288 -1.064 3.201
C 2.300 -1.353 0.397
O 2.226 -2.563 0.398
O -0.050 -1.893 1.368
C -0.178 -1.776 0.127
N -1.266 -2.393 -0.636
C -2.166 -1.248 -0.809
C -1.214 -0.357 -1.516
O -1.696 0.785 -1.739
N 0.498 -0.679 -0.479
C -3.348 -1.376 -1.693
C -3.532 -0.643 -2.868
C -4.816 -0.291 -3.332
C -5.954 -0.728 -2.675
C -5.798 -1.577 -1.569
C -4.523 -1.913 -1.107
C -2.752 -0.623 0.750
C -3.831 0.238 0.676
C -4.397 0.814 1.823
C -3.855 0.627 3.089
C -2.774 -0.219 3.184
C -2.283 -0.872 2.049
H -1.646 -3.088 0.012
H -2.716 -0.199 -3.434
H -4.916 0.382 -4.196
H -6.945 -0.400 -3.000
H -6.701 -1.908 -1.041
H -4.473 -2.494 -0.170
H -4.335 0.498 -0.261
H -5.281 1.455 1.761
H -4.242 1.113 3.992
H -2.301 -0.382 4.155
H -1.474 -1.545 2.380
*
```

Results
* HOMO-LUMO gap (alpha / beta): 4.4 / 3.5 eV
* HOMO (alpha / beta): -16.4240 / -16.4192 eV
* energy: -65347.2696 eV
* lowest unoccupied orbital energy (alpha / beta): -12.006 / -12.897 eV

Results of the Löwdin charge analysis, in e, for atoms 1 through 8: 0.00 -0.41 0.14 0.10 0.10 0.22 1.50 0.86

***

No. 3
Entry from OMol25: a structure of composition C24H32IrNO (ωB97M-V with the def2-TZVPD basis set).

The geometry in ORCA input format:
```
! wB97M-V def2-TZVPD RIJCOSX def2/J DEFGRID3
* xyz -1 6
Ir 0.139 1.317 0.890
C 2.048 1.771 1.299
C 1.928 0.656 0.285
C 2.318 1.260 -0.950
H 2.061 -0.407 0.564
C 2.666 2.571 -0.774
C 2.422 2.950 0.516
H 2.550 3.954 1.010
H 2.299 1.571 2.359
H 2.444 0.633 -1.904
H 3.091 3.255 -1.577
C -2.071 1.450 1.105
C -1.473 2.697 1.505
C -0.763 3.248 0.361
H -1.554 3.160 2.491
C -0.930 2.318 -0.775
C -1.736 1.205 -0.289
H -2.051 0.369 -0.902
H -2.616 0.761 1.757
H -0.194 4.164 0.347
H -0.458 2.370 -1.720
O 0.470 -0.944 -1.255
C 0.109 0.506 -4.578
C 0.743 -0.839 -4.295
C 0.933 1.690 -4.183
C -1.385 0.545 -4.317
C 0.798 -1.338 -2.580
H 1.813 -0.929 -4.542
H 0.224 -1.709 -4.717
H 0.379 -2.350 -2.595
H 1.843 -1.579 -2.426
H 0.948 2.364 -5.066
H 2.016 1.463 -3.914
H 0.606 2.342 -3.317
H -1.885 0.793 -5.285
H -1.784 1.295 -3.575
H -1.823 -0.423 -3.939
C -1.574 -3.998 1.769
N -1.562 -2.693 1.183
C -2.776 -1.946 1.283
C -0.311 -2.017 0.992
C 0.214 -1.391 2.251
C 0.612 -2.224 3.292
C 0.900 -1.719 4.573
C 0.714 -0.326 4.779
C 0.415 0.514 3.747
C 0.258 -0.001 2.455
H -2.535 -4.469 1.519
H -1.493 -3.978 2.872
H -0.744 -4.601 1.376
H -2.844 -1.370 2.225
H -2.867 -1.244 0.444
H -3.610 -2.661 1.265
H 0.412 -2.769 0.634
H -0.430 -1.274 0.181
H 0.678 -3.307 3.109
H 1.230 -2.367 5.342
H 0.866 0.077 5.803
H 0.320 1.606 3.890
*
```

Results
* HOMO-LUMO gap (alpha / beta): 3.4 / 4.7 eV
* HOMO (alpha / beta): -0.5994 / -3.5221 eV
* energy: -31771.3927 eV
* lowest unoccupied orbital energy (alpha / beta): 2.801 / 1.223 eV
* ΔE to the lowest compared entry with this formula, charge and spin: 51.1 kcal per mole

Results of the Löwdin charge analysis, in e, for atoms 1 through 8: 1.36 -0.33 -0.35 -0.15 0.11 -0.19 -0.15 0.11

***

No. 4
Entry from OMol25: the ion C24H32N3O5 with charge +1 (ωB97M-V with the def2-TZVPD basis set).

The geometry in ORCA input format:
```
! wB97M-V def2-TZVPD RIJCOSX def2/J DEFGRID3
* xyz 1 1
C 3.285 3.992 3.301
C 3.874 2.590 3.248
H 4.427 2.361 4.160
H 4.526 2.482 2.376
O 2.844 1.597 3.182
C 2.358 1.298 1.985
O 2.733 1.780 0.943
C 1.275 0.271 2.055
C 0.740 -0.170 3.258
C -0.286 -1.107 3.237
C -0.767 -1.597 2.028
C -0.221 -1.161 0.827
C 0.801 -0.223 0.844
H 1.256 0.142 -0.062
N -0.764 -1.676 -0.368
C -0.306 -1.531 -1.614
O 0.741 -0.946 -1.906
C -1.169 -2.155 -2.710
N -0.503 -2.189 -3.987
C -0.799 -1.243 -5.017
H -1.882 -1.238 -5.169
H -0.349 -1.627 -5.936
C -0.367 0.262 -4.840
C -1.468 1.035 -4.145
C -2.495 1.527 -4.948
C -3.576 2.187 -4.394
C -3.650 2.370 -3.024
C -2.634 1.889 -2.217
C -1.552 1.224 -2.770
H -0.780 0.873 -2.105
H -2.676 2.031 -1.148
H -4.490 2.887 -2.588
H -4.358 2.561 -5.035
H -2.446 1.391 -6.018
N 0.965 0.366 -4.188
C 1.353 1.757 -3.904
H 2.271 1.766 -3.321
H 1.516 2.293 -4.839
H 0.578 2.269 -3.340
C 2.024 -0.265 -4.991
H 1.806 -1.312 -5.182
H 2.968 -0.202 -4.453
H 2.126 0.251 -5.945
H -0.265 0.677 -5.850
H 0.900 -0.172 -3.262
H 0.475 -2.420 -3.885
H -2.106 -1.598 -2.797
H -1.412 -3.184 -2.415
H -1.597 -2.237 -0.236
H -1.569 -2.320 2.054
C -0.921 -1.629 4.487
O -1.821 -2.432 4.473
O -0.390 -1.096 5.580
C -0.908 -1.536 6.841
C -0.253 -2.835 7.285
H -0.496 -3.634 6.589
H 0.828 -2.719 7.328
H -0.620 -3.106 8.270
H -1.991 -1.667 6.752
H -0.684 -0.724 7.534
H 1.110 0.211 4.195
H 4.086 4.716 3.414
H 2.603 4.083 4.142
H 2.745 4.206 2.381
*
```

Results
* HOMO-LUMO gap: 9.6 eV
* HOMO: -11.7138 eV
* energy: -40110.9762 eV
* lowest unoccupied orbital energy: -2.092 eV
* structure (SMILES): CCOC(=O)c1cc(NC(=O)CNC[C@@H](c2ccccc2)[NH+](C)C)cc(C(=O)OCC)c1
* ΔE to the lowest compared entry with this formula, charge and spin: 2.7 kcal per mole

Results of the Löwdin charge analysis, in e, for atoms 1 through 8: -0.06 -0.20 0.13 0.12 0.01 -0.45 0.11 -0.08